One molecule with the formula C12H15N2O5P in a non-equilibrium geometry. Source: the OMol25 dataset; level of theory: ωB97M-V/def2-TZVPD.

As for the LUMO energy: -0.483 eV. The HOMO-LUMO gap is 8.788 eV. Its molar mass is 298.2 g mol⁻¹. Its HOMO energy is -0.341 hartree. The energy above the lowest of the compared OMol25 structures with the same formula, charge and spin comes out at 140.0 kJ/mol.

```
35
Properties=species:S:1:pos:R:3:forces:R:3
C -4.2629 0.2459 0.6747 0.24 0.51 -3.36
N -3.1097 -0.4789 0.0944 -0.38 0.55 1.00
C -3.0160 -1.8117 -0.1003 -2.65 -3.81 -0.34
O -3.7538 -2.6852 0.3683 0.89 1.62 -0.36
C -1.9428 -2.0759 -1.0962 -0.45 -2.28 0.27
C -1.6298 -3.3131 -1.7545 0.59 2.98 0.14
C -0.4051 -3.2565 -2.4821 -2.39 0.17 1.72
C 0.3420 -2.1274 -2.5248 1.04 2.55 1.19
C -0.0487 -0.8869 -1.8298 -1.04 -1.16 -1.71
C 0.7748 0.3269 -1.7764 1.61 -0.23 0.74
N 1.3691 0.2003 -0.4536 0.43 -0.12 0.60
C 1.9995 1.3856 0.1517 -0.84 -0.32 0.53
C 2.2064 0.8978 1.6227 4.43 2.28 -0.95
P 3.2047 2.1486 2.6216 -0.35 -4.56 1.03
O 3.6310 1.6145 3.9204 0.19 -0.91 0.24
O 4.3431 2.7458 1.7858 1.75 1.78 -0.70
O 2.3730 3.3995 2.9260 -1.97 2.37 -0.72
C -1.2351 -0.8857 -1.1299 1.56 -3.26 -2.05
C -1.9699 0.1137 -0.4340 -1.10 1.83 0.52
O -1.7245 1.2858 -0.3666 0.19 0.98 0.29
H -3.8666 1.1176 1.1422 -0.06 0.50 0.67
H -4.8951 0.5725 -0.2198 0.84 -0.06 1.06
H -4.9460 -0.3505 1.2144 0.03 -0.92 1.09
H -2.2952 -4.1681 -1.8264 0.15 0.18 0.56
H -0.0498 -4.1563 -2.8658 0.61 -1.25 -1.03
H 1.3435 -2.2473 -2.9754 -0.62 0.70 0.14
H 1.4993 0.1293 -2.5238 1.25 0.55 -0.81
H 0.4095 1.3439 -1.8372 -1.11 -0.08 -0.72
H 0.5983 -0.1344 0.1530 1.04 0.58 -0.17
H 3.0006 1.7134 -0.2969 -1.31 -0.95 0.47
H 1.3255 2.2775 0.0521 0.41 -0.47 0.33
H 1.4693 0.5673 2.2880 -1.84 -0.19 0.41
H 2.9257 0.0521 1.5645 -0.40 0.37 0.00
H 4.6139 3.4542 2.4360 0.52 -0.51 -1.23
H 1.7213 2.9857 3.4776 -1.25 0.61 1.15
```
Positions in Å, forces in eV/Å.

Formally, the Mulliken partial charges of the atoms, in units of the elementary charge, are as follows: C -0.97; N 0.09; C 0.17; O -0.66; C 0.06; C -0.91; C -0.49; C -1.00; C 0.81; C -0.61; N -0.28; C -0.59; C -0.65; P 0.80; O -0.68; O -0.48; O -0.48; C 0.55; C 0.51; O -0.62; H 0.33; H 0.31; H 0.37; H 0.45; H 0.47; H 0.32; H 0.40; H 0.43; H 0.27; H 0.34; H 0.31; H 0.46; H 0.31; H 0.33; H 0.34